Molecular formula: C2H3NOS3
Method: DFT, wB97M-V/def2-TZVPD

Output
- Gap between HOMO and LUMO: 0.290 hartree
- ΔE to the lowest compared entry with this formula, charge and spin: 33.5 kcal/mol
- Total charge: 0
- Strongest force on any atom: 1.6 eV Å⁻¹
- Electronic energy: -1402.499402 a.u.

Each line ends with the Löwdin charge.
CARTESIAN COORDINATES (ANGSTROEM)
N: -0.390 -0.036 -1.062  0.205
C: -0.256 -1.033 -0.511  -0.346
C: -0.112 -2.285 0.110  -1.131
S: -1.329 -3.381 0.062  0.714
S: 1.429 -2.620 0.851  0.945
O: 2.192 -1.171 0.779  -0.431
H: 2.747 -1.079 -0.006  0.061
S: -1.175 3.425 -0.414  0.463
H: -1.533 4.679 -0.658  -0.242
H: -1.573 3.500 0.850  -0.238

Forces on atoms 1 to 6 (eV/Å):
N 0.02 0.31 -0.13
C -0.06 0.81 -0.37
C -0.24 -1.49 0.42
S 0.65 0.33 0.17
S -0.27 0.15 -0.22
O 0.00 0.07 0.25